[1]
{"formula": "C39H36N4O3PRu", "method": "ωB97M-V/def2-TZVPD", "charge": 2, "s_squared": 0.785, "homo_lumo_gap_ev": [5.7, 2.0], "lumo_ha": [-0.2279, -0.3644], "multiplicity": 2, "species": ["Ru", "O", "C", "O", "C", "C", "C", "C", "C", "C", "C", "C", "C", "N", "H", "H", "H", "H", "H", "H", "N", "C", "C", "C", "C", "C", "C", "N", "C", "C", "C", "C", "N", "C", "C", "H", "H", "H", "H", "H", "H", "H", "H", "H", "C", "C", "C", "O", "C", "H", "H", "H", "H", "H", "H", "H", "H", "C", "P", "C", "C", "C", "C", "C", "C", "C", "C", "C", "C", "C", "C", "H", "H", "H", "H", "H", "H", "H", "H", "H", "H", "H", "H", "H"], "positions_angstrom": [[0.8499, 0.6764, -0.2143], [0.3343, 3.5708, 2.4865], [0.6577, 2.5747, 1.8959], [-0.0557, 1.9317, 1.0143], [1.9762, 1.9099, 2.1158], [2.8021, 2.2905, 3.1697], [3.9660, 1.6094, 3.3625], [4.2883, 0.5244, 2.5255], [5.4487, -0.2536, 2.7532], [5.7232, -1.3366, 1.9737], [4.8495, -1.6735, 0.9229], [3.7313, -0.9269, 0.6640], [3.4199, 0.1868, 1.4565], [2.2565, 0.9302, 1.2560], [2.4830, 3.1167, 3.7892], [4.6405, 1.8767, 4.1672], [6.1064, 0.0251, 3.5667], [6.5994, -1.9412, 2.1627], [5.0674, -2.5413, 0.3131], [3.0624, -1.1967, -0.1250], [-3.7639, -3.1976, 3.6419], [-5.0259, -3.5885, 4.0321], [-5.4716, -4.5004, 4.9911], [-6.8324, -4.6678, 5.0820], [-7.7316, -3.9590, 4.2529], [-7.2867, -3.0676, 3.3099], [-5.9024, -2.8887, 3.1936], [-5.1897, -2.0973, 2.3187], [-3.9346, -2.3029, 2.6156], [-2.8545, -1.6564, 1.8863], [-3.1819, -0.7732, 0.8546], [-2.1825, -0.1727, 0.1309], [-0.8834, -0.4198, 0.3567], [-0.5566, -1.2443, 1.3671], [-1.4977, -1.8733, 2.1473], [-2.9024, -3.5038, 4.0566], [-4.7894, -5.0533, 5.6229], [-7.2295, -5.3638, 5.8086], [-8.7930, -4.1287, 4.3713], [-7.9681, -2.5123, 2.6800], [-4.2216, -0.5718, 0.6397], [-2.4154, 0.5277, -0.6606], [0.5019, -1.4148, 1.5474], [-1.1628, -2.5235, 2.9432], [2.3966, -2.4847, -3.1280], [1.6456, -3.3203, -2.0933], [0.6831, -2.3074, -1.5207], [1.4770, -1.0856, -1.4128], [2.5120, -1.1214, -2.4574], [1.8103, -2.4104, -4.0441], [3.3742, -2.8892, -3.3802], [2.3204, -3.6841, -1.3164], [1.1254, -4.1707, -2.5290], [0.3023, -2.5600, -0.5389], [-0.1552, -2.1219, -2.1972], [3.4769, -0.9788, -1.9729], [2.3399, -0.3046, -3.1471], [2.9603, 3.0313, -1.9770], [1.3077, 2.3312, -1.7883], [0.2203, 3.7534, -1.6065], [0.3380, 4.5642, -0.4776], [-0.4361, 5.7030, -0.3569], [-1.3378, 6.0356, -1.3596], [-1.4492, 5.2432, -2.4924], [-0.6704, 4.1036, -2.6247], [0.8066, 1.5316, -3.3078], [1.5653, 1.5473, -4.4755], [1.1154, 0.8581, -5.5934], [-0.0856, 0.1619, -5.5485], [-0.8456, 0.1394, -4.3840], [-0.3969, 0.8210, -3.2656], [2.9124, 3.7261, -2.8164], [3.7218, 2.2715, -2.1528], [3.2067, 3.5896, -1.0744], [1.0367, 4.3261, 0.3088], [-0.3387, 6.3259, 0.5217], [-1.9509, 6.9215, -1.2602], [-2.1426, 5.5109, -3.2783], [-0.7504, 3.5039, -3.5209], [2.4991, 2.0932, -4.5245], [1.7008, 0.8691, -6.5031], [-0.4398, -0.3542, -6.4310], [-1.7890, -0.3903, -4.3616], [-0.9976, 0.8211, -2.3575]]}


[2]
{"formula": "C16H42NO9", "method": "ωB97M-V/def2-TZVPD", "charge": 1, "de_lowest_kcal_mol": 63.46, "homo_lumo_gap_ev": 7.1, "lumo_ha": -0.1340, "multiplicity": 1, "species": ["C", "O", "C", "N", "O", "C", "C", "O", "H", "H", "H", "H", "H", "H", "H", "H", "H", "H", "H", "H", "C", "O", "C", "C", "O", "C", "H", "H", "H", "H", "H", "H", "H", "H", "H", "H", "C", "O", "C", "C", "O", "C", "H", "H", "H", "H", "H", "H", "H", "H", "H", "H", "C", "O", "C", "C", "O", "C", "H", "H", "H", "H", "H", "H", "H", "H", "H", "H"], "positions_angstrom": [[3.3368, -1.0134, -0.0677], [3.7419, -1.3349, 1.3094], [4.4430, -2.6241, 1.4041], [3.6621, -3.8206, 0.9092], [3.5961, -4.7319, 1.9317], [4.3083, -4.5451, -0.2648], [3.2229, -4.8483, -1.4976], [2.6143, -3.5796, -1.9913], [3.0782, 0.1479, -0.0775], [4.1536, -1.2001, -0.8845], [2.3213, -1.5706, -0.3296], [4.6359, -2.8129, 2.5670], [5.5349, -2.6134, 0.9226], [2.6730, -3.6288, 0.6388], [2.6778, -5.1409, 1.9171], [4.7520, -5.6052, 0.0277], [5.1926, -3.9516, -0.7657], [3.8371, -5.2783, -2.4105], [2.4233, -5.6557, -1.1996], [3.4205, -2.9574, -2.0744], [0.6402, 0.3343, -2.6779], [2.0008, 0.7292, -2.8195], [2.3140, 1.1174, -4.1612], [2.3788, 2.6424, -4.2953], [1.0868, 3.2337, -4.1266], [0.9254, 3.8185, -2.8388], [0.4158, 0.2513, -1.6105], [-0.0424, 1.0646, -3.1205], [0.4886, -0.6447, -3.1447], [1.5967, 0.6911, -4.8707], [3.3012, 0.7030, -4.3895], [2.7126, 2.8916, -5.3080], [3.1007, 3.0704, -3.5888], [1.5102, 4.7410, -2.7759], [1.2272, 3.1342, -2.0434], [-0.1311, 4.0648, -2.7039], [-2.0237, 0.9376, 3.4679], [-0.7682, 0.8245, 4.1298], [0.1796, 0.0713, 3.3659], [1.1913, 0.9923, 2.6759], [0.5673, 1.7762, 1.6544], [0.3319, 3.1167, 2.0715], [-2.6243, 1.6842, 3.9956], [-1.9073, 1.2569, 2.4288], [-2.5486, -0.0229, 3.5035], [-0.3259, -0.5720, 2.6377], [0.7153, -0.5727, 4.0706], [1.9494, 0.3742, 2.1838], [1.7021, 1.6337, 3.4047], [1.2786, 3.6639, 2.1083], [-0.1567, 3.1567, 3.0470], [-0.3199, 3.5954, 1.3359], [-7.1397, 2.1400, -0.2918], [-6.6519, 0.8873, -0.7609], [-5.2221, 0.8217, -0.7392], [-4.7239, 0.0020, 0.4556], [-4.9928, 0.6702, 1.6920], [-6.1136, 0.1156, 2.3720], [-8.2194, 2.0529, -0.1391], [-6.6769, 2.4264, 0.6564], [-6.9537, 2.9145, -1.0435], [-4.7832, 1.8252, -0.7372], [-4.9132, 0.3201, -1.6619], [-3.6364, -0.1020, 0.3805], [-5.1587, -1.0052, 0.4521], [-5.8451, -0.8571, 2.7949], [-6.9747, 0.0062, 1.7098], [-6.3864, 0.7885, 3.1893]]}


[3]
{"formula": "C24H51N2PSSi", "method": "ωB97M-V/def2-TZVPD", "smiles": "CC[C@@H](C)[Si@H](Cc1ccc(C)cc1)[PH2]=S.CCN(CC)CC.CCN(CC)CC", "charge": 0, "homo_lumo_gap_ev": 8.8, "lumo_ha": 0.0229, "multiplicity": 1, "species": ["C", "C", "C", "C", "Si", "C", "C", "C", "C", "C", "C", "C", "C", "P", "S", "H", "H", "H", "H", "H", "H", "H", "H", "H", "H", "H", "H", "H", "H", "H", "H", "H", "H", "H", "H", "H", "C", "C", "N", "C", "C", "C", "C", "H", "H", "H", "H", "H", "H", "H", "H", "H", "H", "H", "H", "H", "H", "H", "C", "C", "N", "C", "C", "C", "C", "H", "H", "H", "H", "H", "H", "H", "H", "H", "H", "H", "H", "H", "H", "H"], "positions_angstrom": [[1.2911, -0.1455, 1.6034], [1.0474, 1.2605, 1.0626], [-0.0931, 1.3744, 0.0294], [-0.0435, 0.2986, -1.0714], [-1.7856, 1.4757, 0.8476], [-3.1353, 1.4130, -0.4524], [-4.5589, 1.2578, 0.0408], [-4.9159, 0.5572, 1.1869], [-6.2568, 0.4397, 1.5549], [-7.2788, 1.0115, 0.8034], [-8.7243, 0.9040, 1.1940], [-6.9251, 1.7139, -0.3485], [-5.5905, 1.8333, -0.7132], [-1.8355, 3.5493, 1.7511], [-1.7607, 4.8397, 0.2522], [1.6216, -0.8199, 0.8235], [2.0957, -0.1021, 2.3317], [0.3912, -0.5380, 2.0700], [0.8992, 1.9598, 1.8832], [1.9665, 1.5836, 0.5690], [0.0231, 2.3404, -0.4598], [0.9251, -0.1819, -1.1518], [-0.7933, -0.4779, -0.9399], [-0.2451, 0.7698, -2.0294], [-1.9257, 0.4609, 1.9182], [-3.0588, 2.3388, -1.0186], [-2.8999, 0.5928, -1.1288], [-4.1566, 0.0915, 1.7931], [-6.5266, -0.1054, 2.4471], [-9.0960, 1.8474, 1.5808], [-9.3096, 0.6853, 0.3033], [-8.9039, 0.1003, 1.8983], [-7.6735, 2.1806, -0.9694], [-5.3369, 2.3895, -1.6042], [-0.7017, 3.7127, 2.5675], [-2.9645, 3.7273, 2.5712], [7.3263, 4.8390, 0.2928], [7.0888, 3.5987, 1.1414], [5.6909, 3.3938, 1.4685], [5.4756, 2.4104, 2.5146], [5.8687, 0.9543, 2.2353], [4.7839, 3.3265, 0.3372], [5.0478, 2.2633, -0.7377], [6.8834, 5.7186, 0.7612], [8.3978, 5.0125, 0.1856], [6.9113, 4.7366, -0.7105], [7.6317, 3.7191, 2.0826], [7.5383, 2.7299, 0.6341], [4.4203, 2.4441, 2.8008], [6.0279, 2.7500, 3.3967], [5.1770, 0.4674, 1.5488], [5.8491, 0.3857, 3.1676], [6.8757, 0.8736, 1.8255], [4.7728, 4.3050, -0.1494], [3.7695, 3.1986, 0.7238], [6.0952, 2.2385, -1.0411], [4.4574, 2.4906, -1.6279], [4.7638, 1.2639, -0.4101], [0.1873, -3.4459, -0.3463], [-0.9240, -3.6409, -1.3669], [-0.5840, -4.5939, -2.4047], [-1.4893, -4.5615, -3.5398], [-2.9529, -4.9579, -3.3107], [-0.1856, -5.9111, -1.9405], [-1.1662, -6.6897, -1.0535], [1.1267, -3.1904, -0.8393], [-0.0734, -2.6305, 0.3305], [0.3479, -4.3358, 0.2635], [-1.1131, -2.6800, -1.8542], [-1.8520, -3.9050, -0.8341], [-1.0691, -5.1910, -4.3287], [-1.4703, -3.5422, -3.9391], [-3.0693, -6.0313, -3.1686], [-3.5462, -4.6838, -4.1854], [-3.3858, -4.4466, -2.4504], [0.7554, -5.8053, -1.3943], [0.0646, -6.5143, -2.8164], [-1.5760, -6.0700, -0.2548], [-0.6462, -7.5255, -0.5810], [-1.9963, -7.1066, -1.6213]]}


[4]
{"formula": "C4H10NO", "method": "ωB97M-V/def2-TZVPD", "charge": 1, "de_lowest_kcal_mol": 124.26, "homo_lumo_gap_ev": 6.4, "lumo_ha": -0.3040, "multiplicity": 1, "species": ["C", "C", "C", "C", "O", "N", "H", "H", "H", "H", "H", "H", "H", "H", "H", "H"], "positions_angstrom": [[0.1072, -0.5433, -1.5756], [0.2784, 0.5465, -0.4392], [-0.2385, 0.2679, 0.8995], [0.5684, 0.8623, 2.0323], [1.9610, 0.6781, 1.6604], [-1.2063, -1.1897, -1.6683], [0.8427, -1.2557, -1.3128], [0.2387, -0.0844, -2.5637], [1.8029, 0.2418, 0.7758], [0.0374, 1.5281, -0.9159], [-0.3784, -0.8252, 1.1038], [-1.3171, 0.6663, 0.9356], [0.2203, 0.3073, 2.8549], [-1.2378, -2.1919, -1.7083], [0.2727, 1.9040, 2.1498], [-1.9517, -0.9121, -2.2282]]}


[5]
{"formula": "C16H20NNiOSSbSe4", "method": "ωB97M-V/def2-TZVPD", "charge": 0, "de_lowest_kcal_mol": 16.66, "s_squared": 2.016, "homo_lumo_gap_ev": [7.4, 5.6], "lumo_ha": [-0.0181, -0.0730], "multiplicity": 3, "species": ["Ni", "C", "N", "C", "C", "C", "C", "C", "C", "C", "C", "H", "H", "H", "H", "H", "H", "H", "H", "H", "H", "H", "H", "C", "S", "O", "C", "C", "C", "C", "C", "C", "H", "H", "H", "H", "H", "H", "H", "H", "Se", "Sb", "Se", "Se", "Se"], "positions_angstrom": [[-0.1246, -0.2033, -0.8633], [1.9825, -2.1599, 0.6806], [0.9325, -1.2033, 1.0056], [-0.0471, -1.7978, 1.9088], [1.5108, 0.0078, 1.6107], [0.6235, 1.1997, 1.4035], [0.4586, 2.1867, 2.3654], [-0.3511, 3.2881, 2.1085], [-1.0065, 3.3876, 0.8900], [-0.8346, 2.3990, -0.0731], [-0.0042, 1.3123, 0.1682], [2.4858, -2.5398, 1.5812], [2.7168, -1.6847, 0.0312], [1.5474, -3.0130, 0.1557], [0.4160, -2.0962, 2.8601], [-0.4900, -2.6794, 1.4478], [-0.8403, -1.0771, 2.1140], [2.4766, 0.1911, 1.1300], [1.7074, -0.1471, 2.6814], [0.9596, 2.0928, 3.3229], [-0.4696, 4.0592, 2.8582], [-1.6510, 4.2326, 0.6848], [-1.3698, 2.4745, -1.0137], [-3.6537, -2.3884, -1.3938], [-2.0949, -1.7395, -0.7747], [-2.3536, -0.3440, -0.2606], [-1.2507, -1.4812, -2.2967], [-0.2482, -2.3660, -2.7046], [0.4100, -2.1261, -3.9001], [0.0860, -1.0056, -4.6609], [-0.8688, -0.0993, -4.2256], [-1.5271, -0.3150, -3.0236], [-4.1504, -1.6399, -2.0101], [-4.2661, -2.6563, -0.5353], [-3.4182, -3.2792, -1.9768], [-0.0002, -3.2247, -2.0924], [1.1905, -2.7982, -4.2286], [0.6117, -0.8204, -5.5879], [-1.0677, 0.7981, -4.7951], [-2.2508, 0.3966, -2.6469], [2.8110, 3.7259, 0.6066], [2.2074, 2.9923, -1.6999], [0.4017, 4.3799, -2.6546], [3.9439, 3.8702, -3.0841], [1.8463, 0.5456, -1.9126]]}


[6]
{"formula": "C4H10N2O", "method": "ωB97M-V/def2-TZVPD", "smiles": "NCC[C@@H](N)C=O", "charge": 0, "de_lowest_kcal_mol": 83.85, "homo_lumo_gap_ev": 10.1, "lumo_ha": 0.0224, "multiplicity": 1, "species": ["O", "C", "C", "C", "C", "N", "N", "H", "H", "H", "H", "H", "H", "H", "H", "H", "H"], "positions_angstrom": [[-2.7497, 0.9740, 1.7869], [-2.1314, 0.8411, 0.6833], [-0.6647, 0.4396, 0.6369], [-0.5085, -0.7497, -0.3319], [0.8202, -0.7930, -0.8709], [1.7866, -0.8450, 0.2249], [0.1630, 1.5635, 0.0834], [-2.5192, 1.3097, -0.3243], [-0.2901, 0.0929, 1.6533], [-0.8341, -1.7555, 0.1382], [-1.1810, -0.5906, -1.2641], [1.0133, -1.7926, -1.5016], [1.1091, -0.1690, -1.8232], [2.7789, -0.5389, -0.2327], [1.9633, -1.8885, 0.4295], [0.0033, 2.3696, 0.7076], [1.2411, 1.5324, 0.0047]]}